No. 1
Computed, not measured: a structure of composition C16H16, with wB97M-V/def2-TZVPD.

Structure (XYZ):
```
32
Properties=species:S:1:pos:R:3:forces:R:3:lowdin_charge:R:1
C -0.620051 -1.585113 2.751238 0.661 -0.887 0.279 -0.059
C 0.496364 -2.071578 2.317136 -0.623 1.264 -0.300 0.154
C -2.324170 -1.257419 1.125165 -0.599 -3.486 1.333 -0.088
C -1.354207 0.644908 2.334724 -2.321 -0.542 -0.746 -0.070
C 1.382991 -1.146958 -2.375917 2.638 2.524 0.297 -0.015
C 2.393800 1.135662 -1.337855 -0.436 -0.636 1.522 -0.060
C -1.817873 -0.790712 2.601374 -3.225 -1.102 -1.864 -0.261
C -1.051517 -1.346006 0.319737 1.928 -0.277 -2.210 -0.195
C -0.013399 0.429537 1.553320 -3.926 0.915 -0.455 -0.223
C 2.504784 -0.431753 -1.471447 1.210 0.552 -0.747 -0.140
C 0.464132 -0.375095 -1.433657 -0.920 -1.356 -1.007 -0.275
C 1.382420 1.169486 -0.130422 -1.448 -2.080 -1.558 -0.113
C -0.825398 -0.177200 -0.700875 1.102 -0.399 1.741 -0.121
C -0.217271 1.045860 0.180452 1.433 1.415 -2.056 -0.102
C 0.083539 -1.037457 1.313820 -1.660 -1.814 1.306 -0.265
C 1.535233 -0.307051 -0.374331 0.249 0.385 -0.333 -0.111
H -2.877787 -2.305773 1.289765 1.370 2.071 -0.600 0.153
H -3.015786 -0.655863 0.556548 -0.466 0.711 0.592 0.102
H -2.215514 1.215055 1.761762 1.920 -1.056 0.966 0.159
H -1.332312 1.037055 3.303362 0.926 1.492 1.287 0.088
H 1.601544 -0.849955 -3.387450 -1.109 0.374 -0.729 0.104
H 1.583538 -2.127236 -2.339810 0.139 -3.952 0.573 0.058
H 3.294193 1.578584 -1.027148 1.408 0.169 0.819 0.104
H 2.159075 1.647369 -2.169082 -1.341 1.676 -3.261 0.077
H -2.709068 -1.050778 3.244368 1.244 0.918 -0.023 0.151
H -0.757461 -2.319048 -0.181388 -1.005 0.894 0.513 0.172
H 0.752496 0.666156 2.184493 2.257 1.511 1.141 0.126
H 3.588485 -0.635295 -1.416041 -0.650 -0.795 -0.099 0.140
H 0.401228 0.448989 -2.118192 0.393 1.541 0.392 0.135
H 1.699937 1.654473 0.698931 1.764 1.530 2.296 0.089
H -1.562749 0.248745 -1.328752 -1.428 -0.314 -0.422 0.126
H -0.765064 2.014600 -0.082765 0.515 -1.244 1.354 0.162
```
Positions in Å, forces in eV/Å.

Summary:
DFT total energy (hartree): -618.74986
2S+1: 3
Highest occupied orbital energy (spin up / spin down) (eV): -6.17 / -9.13
HOMO-LUMO gap (spin up / spin down) (eV): 7.10 / 8.14
Maximum force (eV/A): 4.06
Molecular weight (g/mol): 208.30
Lowest unoccupied orbital energy (spin up / spin down) (eV): 0.93 / -0.99

=====

No. 2
Computed, not measured: a cluster of 2 separate species, C5H9N5O2 in total, with wB97M-V/def2-TZVPD.

Structure (XYZ):
```
21
Properties=species:S:1:pos:R:3:forces:R:3:nbo_charge:R:1
N -1.547427 -0.044213 1.216842 -0.128 0.135 -1.071 -0.897
C -2.290205 -0.177445 -0.074317 -1.908 5.072 2.113 0.154
C -2.186776 -1.498028 -0.551622 -1.883 -1.578 -1.879 0.328
O -2.092942 -1.810593 -1.727220 0.048 -0.122 1.582 -0.445
N -2.973094 0.959702 -0.530595 4.102 -5.260 0.058 0.003
O -2.214851 1.997737 -0.174572 -0.433 2.099 1.156 -0.516
H -0.885459 -0.798602 1.384833 -0.060 0.326 -0.352 0.389
H -2.135722 0.026100 2.054198 -0.069 0.160 -0.733 0.393
H -2.327369 -2.134125 0.353653 0.618 -1.025 -0.815 0.111
H -1.450302 1.651170 0.345868 -0.282 0.181 -0.085 0.479
C 2.537752 -0.936216 0.891354 -0.879 0.014 -0.236 -0.635
C 1.610443 -0.147740 -0.060134 2.371 -0.027 1.631 0.044
C 1.448003 1.217974 -0.164646 1.079 -0.066 -0.403 -0.097
N 1.200898 1.387501 -1.485320 -2.113 -0.164 0.329 -0.350
N 0.886549 0.184755 -2.046816 2.114 1.381 -1.542 -0.042
N 1.348212 -0.699704 -1.250915 -1.785 -1.146 0.206 -0.239
H 3.553404 -0.943361 0.462612 -0.411 0.076 0.135 0.228
H 2.599576 -0.527917 1.905701 -0.130 0.035 -0.245 0.216
H 2.204838 -1.984239 0.950373 0.102 0.364 0.016 0.226
H 1.588014 2.035178 0.527894 0.173 -0.140 -0.149 0.230
H 1.126461 2.242065 -2.027168 -0.526 -0.318 0.284 0.422
```
Positions in Å, forces in eV/Å.

Summary:
DFT total energy (hartree): -619.99428
2S+1: 1
Highest occupied orbital energy (eV): -8.93
Relative energy (zero: lowest compared OMol25 entry of this formula, charge and spin) (eV): 4.8236
HOMO-LUMO gap (eV): 8.18
Maximum force (eV/A): 6.67
Molecular weight (g/mol): 171.16
Structure (SMILES): N/C(C=O)=N\O.Cc1c[nH]nn1
Lowest unoccupied orbital energy (eV): -0.75

=====

No. 3
Computed, not measured: the ion C4H3N2O4P with charge -2, with wB97M-V/def2-TZVPD.

Structure (XYZ):
```
14
Properties=species:S:1:pos:R:3:forces:R:3:nbo_charge:R:1
C -1.076503 0.949238 1.459971 0.907 -0.783 1.048 -0.164
C 0.226191 1.055715 1.013002 -2.153 0.567 1.477 -0.212
C -2.151167 0.202658 0.996857 1.137 -0.697 -2.665 -0.289
C 0.769932 -0.133061 -1.106303 0.190 0.761 1.943 0.249
N 0.652586 0.428887 -0.086483 -0.714 -0.130 -1.837 -0.352
N -2.127023 -0.418843 -0.203763 0.830 1.006 0.012 0.017
O -3.168283 -0.951418 -0.618413 -0.849 -0.546 0.250 -0.540
O 3.054795 -1.094886 -0.372676 -0.186 -0.096 -0.078 -1.180
O 1.987995 -2.225240 -2.458023 0.194 0.797 0.714 -1.193
O 2.844992 0.192254 -2.579375 0.072 0.359 -0.032 -1.189
P 2.411842 -0.963139 -1.726370 1.238 -1.945 -1.788 2.344
H -1.340220 1.287760 2.480199 0.762 0.562 -0.576 0.179
H 0.868466 1.662029 1.600655 0.954 0.285 -0.021 0.191
H -2.953602 0.008046 1.600720 -2.381 -0.139 1.553 0.139
```
Positions in Å, forces in eV/Å.

Summary:
DFT total energy (hartree): -906.00099
Net charge: -2
2S+1: 1
Highest occupied orbital energy (spin up / spin down) (eV): -0.71 / -0.72
Relative energy (zero: lowest compared OMol25 entry of this formula, charge and spin) (eV): 4.3809
HOMO-LUMO gap (spin up / spin down) (eV): 6.80 / 6.81
Maximum force (eV/A): 2.98
Molecular weight (g/mol): 174.05
Lowest unoccupied orbital energy (spin up / spin down) (eV): 6.09 / 6.09